# C5H7ClS

C5H7ClS in the gas phase (ωB97M-V with the def2-TZVPD basis set, the Open Molecules 2025 dataset).

```
14
Properties=species:S:1:pos:R:3:forces:R:3:lowdin_charge:R:1
C -0.353 -0.604 0.623 -1.4 -0.2 -0.1 -0.251
C 0.814 -1.375 0.568 1.6 2.2 -1.9 -0.446
C -0.987 0.124 -0.308 4.8 -0.1 -2.3 -0.187
C 2.966 0.358 -0.231 0.8 -1.1 -2.0 -0.986
C -2.274 0.768 -0.251 0.4 2.5 -0.8 -0.101
S 2.269 -1.201 -0.321 -0.4 0.1 0.8 0.884
Cl 2.100 1.683 0.370 0.2 0.3 -0.1 0.593
H -1.000 -0.916 1.387 -0.7 -0.3 1.8 0.092
H 0.812 -2.267 1.053 0.0 -2.5 1.4 0.010
H -0.227 0.162 -1.170 -1.8 0.7 0.4 0.124
H 3.759 0.407 -1.084 -1.5 0.6 1.7 0.044
H -2.383 1.772 -0.777 0.5 -1.3 0.5 0.111
H -2.479 0.936 0.759 -0.7 0.4 1.8 0.059
H -3.017 0.153 -0.617 -1.8 -1.3 -1.0 0.053
```
Forces are in eV/Å.

Values from the calculation:
E_tot	-1052.94596	Ha
frontier orbital gap (alpha / beta)	7.0086 / 7.4117	eV
LUMO (alpha / beta)	-0.4 / 0.0	eV
net charge	0
HOMO energy (alpha / beta)	-7.361 / -7.392	eV